Record 1
Here is a molecular structure, C24H47AgClF6NO20PS6 at a distorted geometry from OMol25. Energies are from ωB97M-V with the def2-TZVPD basis set.

Each line ends with the Mulliken spin population.
Cartesian coordinates (Å):
Ag 0.127 -0.291 0.638  0.77
C -3.353 -0.229 2.791  0.00
F -4.586 -0.563 3.240  0.00
F -3.457 0.893 2.018  0.00
F -2.583 -0.006 3.812  0.00
S -2.802 -1.746 1.703  0.00
O -3.418 -2.884 2.344  0.02
O -3.297 -1.551 0.357  0.00
N -1.052 -1.744 1.721  0.12
S -0.667 -2.945 2.625  0.00
O 0.790 -2.921 2.766  0.00
O -1.333 -2.942 3.938  0.03
C -1.069 -4.604 1.626  0.00
F -2.009 -4.477 0.735  0.00
F 0.048 -5.023 1.067  0.00
F -1.444 -5.564 2.522  0.00
Cl 2.651 2.115 -1.073  0.00
O 3.779 1.348 -1.473  0.00
O 3.188 2.945 -0.039  0.00
O 2.195 2.861 -2.258  0.01
O 1.616 1.312 -0.600  0.02
C 0.862 -4.050 -4.430  0.00
C -0.431 -4.609 -3.817  0.00
C -0.594 -4.138 -2.359  0.00
S -0.331 -2.320 -2.658  0.00
O 0.230 -1.667 -1.496  0.01
O -1.555 -1.697 -3.188  0.00
C 0.966 -2.556 -4.007  0.00
H 0.962 -4.148 -5.511  0.00
H 1.678 -4.601 -3.963  0.00
H -0.520 -5.684 -3.978  0.00
H -1.283 -4.178 -4.342  0.00
H 0.162 -4.679 -1.791  0.00
H -1.564 -4.215 -1.867  0.00
H 1.930 -2.422 -3.517  0.00
H 0.780 -1.827 -4.795  0.00
C 0.098 5.666 1.961  0.00
C -1.438 5.527 1.543  0.00
C -2.064 4.172 1.896  0.00
S -0.752 3.082 2.433  0.00
O -0.690 1.835 1.668  -0.01
O -0.719 3.108 3.871  0.00
C 0.649 4.279 1.848  0.00
H 0.249 6.082 2.957  0.00
H 0.560 6.342 1.241  0.00
H -1.581 5.594 0.464  0.00
H -2.026 6.340 1.967  0.00
H -2.561 3.747 1.024  0.00
H -2.860 4.362 2.616  0.00
H 0.854 4.075 0.797  0.00
H 1.592 4.008 2.322  0.00
C 3.882 -3.500 -1.900  0.00
C 2.980 -4.210 -0.797  0.00
C 3.502 -3.657 0.490  0.00
S 3.595 -1.830 0.213  0.00
O 4.688 -1.156 0.930  0.00
O 2.179 -1.398 0.370  -0.02
C 3.945 -1.989 -1.582  0.00
H 3.581 -3.727 -2.923  0.00
H 4.861 -3.972 -1.981  0.00
H 2.975 -5.298 -0.736  0.00
H 1.969 -3.845 -0.977  0.00
H 4.513 -4.050 0.599  0.00
H 3.093 -3.941 1.460  0.00
H 5.015 -1.861 -1.749  0.00
H 3.356 -1.309 -2.198  0.00
C 3.277 -0.717 5.830  0.00
C 1.854 -0.325 6.298  0.00
C 1.184 0.605 5.228  0.00
S 2.202 0.554 3.688  0.00
O 2.980 1.794 3.624  0.00
O 1.429 0.074 2.545  0.01
C 3.319 -0.730 4.295  0.00
H 3.724 -1.562 6.355  0.00
H 3.957 0.112 6.027  0.00
H 2.046 0.207 7.230  0.00
H 1.313 -1.223 6.599  0.00
H 1.177 1.657 5.515  0.00
H 0.156 0.426 4.911  0.00
H 4.174 -0.728 3.617  0.00
H 2.785 -1.644 4.037  0.00
C -6.016 1.356 -1.774  0.00
C -4.622 0.852 -1.483  0.00
O -3.679 1.939 -1.406  0.00
P -2.096 1.592 -1.674  0.00
O -1.469 0.593 -0.778  0.02
O -1.406 3.072 -1.518  0.00
C -1.960 4.158 -2.239  0.00
C -0.840 5.235 -2.363  0.00
O -1.959 1.301 -3.286  0.00
C -0.723 1.305 -3.885  0.00
C -0.894 0.979 -5.365  0.00
H -6.740 0.547 -1.875  0.00
H -6.375 2.137 -1.103  0.00
H -6.061 1.887 -2.725  0.00
H -4.623 0.403 -0.490  0.00
H -4.292 0.108 -2.208  0.00
H -2.245 3.913 -3.262  0.00
H -2.785 4.481 -1.605  0.00
H -1.341 6.203 -2.333  0.00
H -0.180 5.049 -1.517  0.00
H -0.237 5.304 -3.269  0.00
H -0.276 2.290 -3.750  0.00
H -0.055 0.557 -3.459  0.00
H 0.040 0.484 -5.631  0.00
H -1.713 0.260 -5.355  0.00
H -1.091 1.826 -6.021  0.00

Energy relative to the best compared isomer or geometry (same formula, charge and spin) in kJ/mol: 445.17
Spin multiplicity: 2
Kohn-Sham gap (alpha / beta) in Ha: 0.326 / 0.170
Lowest unoccupied orbital energy (alpha / beta) in eV: 0.12 / -4.12
E_tot in a.u.: -6438.6525

Record 2
Here is 7 unconnected molecules or ions with the total composition C39H91BFN2O13 at a distorted geometry from OMol25. Energies are from ωB97M-V with the def2-TZVPD basis set.

Each line ends with the Mulliken charge.
Cartesian coordinates (Å):
C 7.298 4.221 0.796  -0.92
C 7.369 4.389 -0.708  -0.37
O 6.070 4.352 -1.302  -0.39
C 5.863 3.326 -2.236  -1.11
C 5.614 1.955 -1.599  -0.25
O 4.378 1.401 -2.056  -0.16
C 3.416 1.087 -1.106  -0.65
C 3.046 -0.426 -1.134  0.99
C 4.252 -1.310 -1.483  -0.60
C 4.206 -2.701 -0.847  -0.62
C 4.315 -2.768 0.678  -0.61
C 5.591 -2.217 1.308  -0.87
N 5.611 -0.754 1.477  -0.53
C 1.939 -0.471 -2.177  -0.72
C 1.091 -1.737 -2.345  -1.07
C 1.695 -2.740 -3.339  -0.87
O 0.747 -3.094 -4.360  -0.26
C -0.192 -3.995 -3.962  0.09
O -0.003 -5.173 -3.943  -0.49
N 1.129 0.792 -1.984  1.49
C 0.523 1.227 -3.287  -1.00
C 1.414 1.261 -4.536  -1.27
F 2.737 1.513 -4.242  -0.22
C -0.066 0.601 -1.060  -1.33
C 0.185 0.051 0.334  -0.13
C -0.919 0.540 1.274  -0.91
O -1.026 -0.397 2.318  -0.50
C 2.058 1.795 -1.305  0.43
C 2.098 3.215 -1.865  -1.90
B 1.120 4.227 -1.150  0.65
O 0.461 5.127 -1.931  -0.59
O 0.981 4.225 0.239  -0.61
H 8.263 4.486 1.229  0.43
H 7.078 3.197 1.100  0.17
H 6.525 4.869 1.201  0.23
H 7.803 5.363 -0.943  0.37
H 8.010 3.625 -1.157  0.31
H 6.689 3.276 -2.951  0.37
H 4.968 3.588 -2.802  0.53
H 6.403 1.251 -1.876  0.44
H 5.613 2.049 -0.511  0.37
H 3.730 1.339 -0.087  0.77
H 2.705 -0.732 -0.145  -0.15
H 5.149 -0.800 -1.130  0.36
H 4.358 -1.391 -2.566  0.27
H 5.016 -3.299 -1.269  0.54
H 3.275 -3.205 -1.127  -0.06
H 3.467 -2.274 1.169  0.12
H 4.232 -3.820 0.959  0.54
H 6.471 -2.543 0.749  0.33
H 5.679 -2.665 2.301  0.37
H 6.335 -0.311 0.932  0.30
H 4.723 -0.342 1.234  0.28
H 2.478 -0.365 -3.118  0.88
H 0.126 -1.456 -2.769  0.38
H 0.926 -2.217 -1.379  0.25
H 2.034 -3.653 -2.849  0.49
H 2.542 -2.324 -3.880  0.22
H -1.152 -3.540 -3.697  0.45
H -0.311 0.568 -3.532  0.47
H 0.084 2.209 -3.119  0.93
H 1.347 0.322 -5.089  0.46
H 1.038 2.049 -5.191  0.46
H -0.771 -0.046 -1.577  0.60
H -0.505 1.599 -0.981  0.88
H 1.147 0.347 0.746  0.05
H 0.148 -1.039 0.357  0.28
H -1.866 0.630 0.727  0.37
H -0.648 1.526 1.672  0.24
H -1.798 -0.152 2.859  0.42
H 1.698 1.917 -0.284  0.78
H 3.110 3.589 -1.680  0.40
H 1.957 3.293 -2.938  -0.13
H -0.031 5.776 -1.416  0.33
H 0.088 4.015 0.532  0.31
C -5.260 1.591 4.422  -1.28
C -4.437 0.397 3.981  0.41
C -4.486 -0.729 4.996  -0.84
O -3.070 0.792 3.739  -0.55
H -4.877 1.986 5.368  0.36
H -5.210 2.391 3.682  0.35
H -6.300 1.309 4.575  0.28
H -4.800 0.036 3.018  0.22
H -4.079 -0.396 5.954  0.39
H -3.894 -1.581 4.658  0.02
H -5.510 -1.061 5.157  0.24
H -2.712 1.118 4.573  0.28
C 6.276 3.267 6.065  -1.32
C 6.418 4.345 5.003  0.42
C 5.585 5.575 5.327  -1.30
O 6.079 3.831 3.713  -0.39
H 5.235 2.938 6.131  0.35
H 6.886 2.400 5.815  0.32
H 6.578 3.636 7.046  0.38
H 7.467 4.632 4.918  0.25
H 4.524 5.310 5.372  0.34
H 5.708 6.336 4.557  0.32
H 5.868 6.003 6.288  0.38
H 5.156 3.560 3.744  0.26
C -3.199 -4.820 3.817  -1.17
C -4.720 -4.834 3.800  0.49
C -5.270 -6.216 3.490  -1.40
O -5.215 -3.879 2.856  -0.53
H -2.810 -5.111 2.837  0.33
H -2.826 -3.821 4.042  0.22
H -2.804 -5.514 4.560  0.37
H -5.095 -4.500 4.769  0.29
H -4.937 -6.541 2.501  0.36
H -6.360 -6.203 3.488  0.33
H -4.932 -6.951 4.221  0.38
H -4.901 -4.151 1.988  0.34
C -9.004 0.191 8.351  -1.35
C -8.909 0.888 7.003  0.38
C -10.236 0.875 6.263  -1.28
O -7.879 0.298 6.203  -0.41
H -9.284 -0.857 8.215  0.35
H -8.043 0.218 8.866  0.32
H -9.753 0.663 8.987  0.40
H -8.586 1.919 7.151  0.25
H -10.551 -0.154 6.069  0.34
H -10.147 1.385 5.305  0.32
H -11.018 1.364 6.846  0.39
H -8.124 -0.621 6.047  0.30
C -3.868 0.730 -3.499  -0.83
C -3.751 1.458 -4.829  0.47
C -5.066 1.462 -5.590  -1.47
O -2.708 0.879 -5.620  -0.51
H -4.139 -0.317 -3.659  0.34
H -2.909 0.748 -2.974  -0.15
H -4.622 1.180 -2.853  0.44
H -3.431 2.487 -4.654  0.31
H -5.378 0.438 -5.811  0.37
H -4.957 1.992 -6.535  0.34
H -5.856 1.941 -5.012  0.39
H -2.966 -0.030 -5.813  0.32
C -0.694 -3.857 -7.542  -0.83
C -1.705 -4.685 -8.321  0.35
C -1.065 -5.913 -8.949  -1.28
O -2.354 -3.886 -9.308  -0.55
H 0.094 -3.492 -8.206  0.37
H -1.179 -2.986 -7.095  0.15
H -0.226 -4.446 -6.752  0.14
H -2.506 -4.999 -7.651  0.27
H -0.288 -5.613 -9.657  0.33
H -1.809 -6.493 -9.493  0.33
H -0.608 -6.552 -8.193  0.36
H -1.687 -3.592 -9.937  0.35

Spin multiplicity: 1
Kohn-Sham gap in Ha: 0.334
Total charge: +1
Lowest unoccupied orbital energy in eV: -2.14
E_tot in a.u.: -2752.7238

Record 3
Here is a molecular structure, C26H28CaN7O3 from OMol25. Energies are from ωB97M-V with the def2-TZVPD basis set.

Each line ends with the Mulliken charge.
Cartesian coordinates (Å):
Ca -0.816 0.672 0.339  1.69
O 0.486 -3.164 -1.755  -0.69
C 1.152 -3.745 -0.728  0.55
C 2.003 -4.806 -1.035  -0.75
C 2.693 -5.447 -0.028  -0.32
C 2.551 -5.048 1.301  -0.77
C 1.717 -3.997 1.604  -0.52
C 1.006 -3.321 0.602  0.04
C 0.161 -2.161 0.945  0.81
O -0.414 -1.500 -0.021  -0.44
N 0.055 -1.835 2.214  -1.33
N -0.597 -0.633 2.357  0.66
C -1.047 -0.345 3.511  -0.98
C -1.678 0.967 3.717  0.93
C -2.291 1.253 4.931  -0.92
C -2.866 2.499 5.117  -0.42
C -2.798 3.426 4.090  -0.92
C -2.165 3.057 2.914  -0.31
N -1.621 1.857 2.710  0.35
H -0.106 -2.504 -1.337  0.05
H 2.093 -5.111 -2.068  0.47
H 3.348 -6.272 -0.277  0.40
H 3.094 -5.557 2.085  0.42
H 1.595 -3.664 2.625  0.46
H -0.963 -1.046 4.338  0.36
H -2.311 0.506 5.713  0.48
H -3.352 2.744 6.051  0.46
H -3.218 4.416 4.193  0.44
H -2.089 3.764 2.095  0.53
C -3.911 1.017 0.839  -0.43
C -3.546 1.967 -0.112  -0.43
C -3.063 1.557 -1.351  -0.59
C -2.951 0.195 -1.638  -0.33
C -3.306 -0.750 -0.682  -0.35
C -3.781 -0.338 0.559  -0.29
H -4.294 1.335 1.800  0.45
H -3.653 3.023 0.105  0.46
H -2.797 2.293 -2.100  0.43
H -2.590 -0.128 -2.606  0.47
H -3.196 -1.804 -0.898  0.38
H -4.054 -1.074 1.303  0.42
O 1.822 2.690 2.364  -0.21
C 1.049 2.297 1.656  0.24
C 1.424 2.416 -1.773  -0.94
N 2.442 2.430 -2.803  0.04
C 1.900 1.795 -4.009  -0.74
N 1.478 0.418 -3.751  0.16
C 0.469 0.430 -2.714  -0.65
N 0.963 1.038 -1.440  0.99
C 2.174 0.256 -1.028  -0.71
N 3.197 0.252 -2.051  0.07
C 3.584 1.633 -2.341  -0.75
C 2.635 -0.347 -3.266  -0.72
H 0.561 2.998 -2.109  0.34
H 1.829 2.876 -0.869  0.26
H 2.666 1.795 -4.783  0.35
H 1.044 2.373 -4.365  0.34
H 0.152 -0.593 -2.505  0.00
H -0.389 1.015 -3.058  0.25
H 1.867 -0.768 -0.817  -0.03
H 2.579 0.705 -0.116  0.39
H 4.352 1.635 -3.114  0.35
H 3.997 2.088 -1.438  0.36
H 2.322 -1.370 -3.051  0.36
H 3.400 -0.363 -4.042  0.36

Energy relative to the best compared isomer or geometry (same formula, charge and spin) in kJ/mol: 5.11
Spin multiplicity: 1
Kohn-Sham gap in Ha: 0.263
Total charge: +1
Lowest unoccupied orbital energy in eV: -3.29
E_tot in a.u.: -2294.1032

> What is the spin multiplicity in the first record?

2

> Which value of E_tot does entry 2 give?

-2752.7238 a.u.